131
Properties=species:S:1:pos:R:3:forces:R:3 method="wB97M-V/def2-TZVPD" gap_ev=8.2 charge=+1 lumo_energy_ev=-2.4941 total_energy_ev=-90623.4936
N 7.262553 0.776760 1.655637 -0.325 0.398 0.012
C 6.186567 1.647728 1.146189 0.758 -0.684 0.271
N 5.079593 0.802101 0.740597 -0.333 0.320 -0.076
N 6.771747 2.393245 0.066300 -0.402 0.267 0.186
C 5.742806 2.682461 2.230593 -0.414 0.008 -0.505
N 4.345609 2.598222 2.687617 0.723 0.070 -0.351
C 4.056679 2.175114 3.952114 0.450 -0.387 0.778
C 2.739716 2.218784 4.120184 -0.412 0.086 -0.049
N 2.244507 2.687696 2.933572 -1.560 -0.009 0.369
C 3.203224 2.913727 2.052209 1.009 -0.223 -0.148
C 3.065142 3.482483 0.690579 -0.332 -0.147 0.198
C 2.497067 2.582788 -0.415898 -0.394 0.083 -0.188
C 1.158746 1.910776 -0.073207 0.822 -0.248 -0.153
S 0.793827 0.415994 -1.047650 -0.511 0.187 -0.290
C 2.114083 -0.806004 -0.816280 -0.465 0.516 0.183
S 3.215769 -0.980255 -1.992348 0.147 -0.233 -0.216
N 1.970769 -1.580051 0.303970 1.586 0.436 0.229
C 2.947237 -2.669198 0.404616 -0.560 -0.824 0.635
C 2.856608 -3.411965 1.751689 0.408 0.480 0.285
O 1.778138 -2.962939 2.556894 0.180 -0.352 0.026
C 2.004677 -1.609340 2.807468 -0.360 0.403 -0.237
C 1.776186 -0.790839 1.533161 -1.081 -0.096 0.294
H 7.986912 1.343963 2.084596 0.181 -0.096 -0.139
H 6.885385 0.166199 2.371022 0.127 -0.130 0.059
H 4.941385 0.054018 1.411130 -0.076 -0.087 0.023
H 5.339440 0.357854 -0.132384 -0.129 -0.139 -0.073
H 6.138295 3.121664 -0.237504 0.074 0.022 -0.295
H 7.005343 1.791735 -0.712769 0.137 -0.021 -0.013
H 5.956630 3.690036 1.893732 -0.089 0.193 -0.118
H 6.351479 2.503638 3.098918 0.059 0.098 0.408
H 4.766747 1.889387 4.697576 0.532 -0.029 -0.115
H 2.150163 1.990020 4.976548 -0.373 -0.054 0.198
H 1.256110 2.839217 2.795591 0.088 0.120 -0.334
H 4.038016 3.869783 0.423575 0.158 0.221 -0.315
H 2.392715 4.330774 0.788734 0.000 0.332 0.023
H 3.210381 1.866874 -0.784803 0.373 -0.340 0.233
H 2.299121 3.250450 -1.247783 0.094 0.122 -0.235
H 0.368083 2.596839 -0.348295 -0.439 0.005 0.092
H 1.069730 1.665822 0.975209 -0.129 0.020 0.226
H 3.980276 -2.355176 0.280610 0.056 0.288 -0.387
H 2.698917 -3.393197 -0.354720 0.189 0.075 -0.541
H 3.770931 -3.186029 2.305854 0.178 -0.144 0.148
H 2.830097 -4.484764 1.628879 -0.404 -0.182 -0.113
H 1.284332 -1.289131 3.551700 -0.110 0.063 0.189
H 3.006139 -1.417178 3.209741 0.163 -0.290 0.034
H 0.736672 -0.470464 1.542347 -0.135 0.093 -0.079
H 2.371903 0.118963 1.558022 0.458 0.014 -0.133
C 3.552549 -7.187586 -0.640397 -0.125 0.158 -0.052
O 3.608483 -5.780860 -0.889446 -0.007 -0.036 0.180
H 4.541076 -7.506433 -0.322264 0.033 0.044 -0.009
H 2.832427 -7.414155 0.149610 0.028 -0.086 -0.002
H 3.278796 -7.729296 -1.547555 0.027 -0.078 0.036
H 2.731728 -5.512076 -1.175972 -0.011 -0.006 -0.125
C -0.289163 -5.518759 4.511551 0.096 0.334 -0.267
O -0.370347 -5.063996 3.160230 -0.154 -0.109 0.069
H -0.777474 -6.485910 4.581708 0.011 -0.032 -0.061
H 0.755854 -5.623800 4.816125 -0.051 -0.065 0.149
H -0.796076 -4.813841 5.178540 0.119 -0.109 0.101
H 0.067206 -4.209079 3.112686 0.139 0.000 -0.091
C -2.787527 2.649565 -2.582425 0.314 -0.094 0.095
O -1.418386 2.987937 -2.832436 -0.135 0.223 0.003
H -3.400985 3.152769 -3.322107 0.033 0.008 -0.043
H -2.937132 1.572736 -2.673624 -0.150 0.022 0.012
H -3.090094 2.978715 -1.584958 -0.123 -0.042 -0.019
H -0.883858 2.536033 -2.176913 0.035 -0.146 -0.085
C -5.218489 1.127947 -4.919197 -0.203 0.248 0.010
O -5.768848 1.877636 -3.840527 0.151 -0.012 0.020
H -4.818859 0.197499 -4.521533 -0.008 0.023 0.086
H -5.992970 0.901462 -5.655538 0.102 -0.033 -0.093
H -4.409491 1.686924 -5.399426 0.036 -0.127 -0.095
H -6.118443 2.694954 -4.213055 -0.205 0.032 0.019
C -2.328950 -1.724709 2.329886 0.159 -0.009 -0.236
O -1.762519 -0.891348 1.312321 0.095 0.092 0.249
H -3.128381 -1.175805 2.816628 -0.001 0.039 -0.024
H -2.739902 -2.635205 1.890935 -0.033 -0.038 0.130
H -1.572631 -1.989227 3.074827 -0.089 -0.081 0.088
H -1.059356 -1.393442 0.890529 -0.090 -0.029 -0.212
C -9.202214 2.003945 -6.219729 0.057 -0.107 -0.250
O -8.112916 2.035638 -7.140131 0.120 0.057 0.265
H -9.075267 2.820570 -5.513484 0.110 0.015 -0.027
H -10.144226 2.131782 -6.756704 -0.069 -0.033 0.117
H -9.211533 1.054900 -5.675312 -0.110 0.055 0.090
H -8.247222 1.313385 -7.758970 -0.077 0.101 -0.171
C -7.095312 5.860171 -3.944710 0.053 -0.044 -0.263
O -7.338739 4.833600 -4.904273 0.127 -0.065 0.235
H -7.580428 5.569881 -3.016773 -0.024 -0.046 -0.013
H -6.023081 5.978530 -3.765524 -0.019 0.056 0.085
H -7.511587 6.811843 -4.282851 0.005 0.036 0.093
H -6.910571 5.093592 -5.724389 -0.075 -0.087 -0.112
C -10.467364 -0.586761 -8.788456 -0.217 0.213 -0.068
O -10.514211 0.809176 -9.078628 0.148 -0.221 0.074
H -9.436717 -0.845934 -8.556480 0.023 0.023 -0.013
H -11.095499 -0.826415 -7.926740 0.049 -0.094 0.009
H -10.793117 -1.174198 -9.649788 0.047 -0.091 0.042
H -11.426183 1.029491 -9.282395 -0.010 0.113 -0.032
C 2.806181 -7.755852 6.095783 0.140 0.412 0.129
O 2.189715 -6.768830 6.924135 -0.104 -0.248 -0.104
H 2.169811 -8.636012 6.078066 0.007 -0.022 0.023
H 2.920964 -7.378520 5.076387 0.022 -0.159 -0.054
H 3.782180 -8.032033 6.500559 0.006 -0.132 -0.105
H 2.766353 -6.001933 6.929283 -0.023 0.075 0.082
C 2.677199 6.013729 -2.259886 0.448 0.066 -0.088
O 3.902430 6.148896 -1.536310 -0.128 -0.205 0.095
H 1.875841 5.792418 -1.560165 -0.005 0.044 0.027
H 2.441655 6.942319 -2.781433 -0.186 -0.065 -0.029
H 2.754536 5.193531 -2.982610 -0.178 0.015 -0.036
H 4.591622 6.343827 -2.181140 0.112 -0.041 0.058
C -0.448284 7.203726 -0.168006 -0.162 -0.092 -0.243
O -0.510454 6.817628 -1.536705 0.126 0.005 0.227
H 0.556377 7.572258 0.028259 0.020 0.014 -0.040
H -1.164410 7.999750 0.046322 0.045 0.017 0.115
H -0.650807 6.350004 0.487658 0.008 0.060 0.090
H -1.398441 6.492625 -1.707316 -0.001 -0.052 -0.141
C -3.725314 -4.291539 4.844314 -0.141 0.190 0.138
O -4.279114 -2.978529 4.755357 0.148 -0.081 -0.084
H -3.425099 -4.595109 3.845182 0.028 0.030 -0.029
H -2.847304 -4.300553 5.495488 -0.050 -0.080 -0.034
H -4.465768 -4.999507 5.223556 0.055 -0.076 -0.019
H -4.542828 -2.715455 5.640124 -0.072 0.050 0.009
C 5.733867 3.700097 -3.788094 -0.178 0.154 -0.062
O 5.612180 5.059591 -4.194710 -0.034 -0.019 0.261
H 6.775717 3.523105 -3.532538 0.027 0.048 -0.020
H 5.108650 3.500750 -2.909581 0.030 -0.087 0.003
H 5.445465 3.025237 -4.596600 0.035 -0.083 0.059
H 4.690460 5.206671 -4.425342 0.010 0.037 -0.180
C -1.562989 -9.407915 6.345571 0.225 0.112 0.007
O -0.613060 -8.747617 5.511081 -0.119 -0.116 0.049
H -2.400252 -9.709171 5.722125 0.013 0.010 -0.046
H -1.124339 -10.296432 6.805816 -0.095 -0.034 0.027
H -1.924216 -8.736240 7.128382 -0.072 -0.062 0.024
H 0.123021 -8.485391 6.070529 -0.006 0.132 -0.005